1 | The following is a DFT calculation (ωB97M-V with the def2-TZVPD basis set) of a structure of composition C38H34N3O3S3SrTe.

Values from the calculation:
- charge = -1
- gap between HOMO and LUMO (eV) = 4.1
- HOMO level (eV) = -2.9
- multiplicity = 1
- LUMO energy (eV) = 1.23

CARTESIAN COORDINATES (ANGSTROEM)
Sr: -0.46 -1.08 0.58
C: 4.41 4.40 -2.62
C: 3.58 3.19 -2.29
C: 4.04 2.21 -1.42
C: 3.23 1.14 -1.06
C: 1.91 1.12 -1.48
C: 1.53 1.94 -2.54
C: 2.35 2.99 -2.91
S: 1.06 -0.45 -1.33
O: 1.49 -1.11 -2.52
O: -0.46 -0.22 -1.31
N: 1.60 -1.13 0.05
C: 1.51 -0.23 1.23
C: 2.70 0.39 1.71
C: 2.56 1.34 2.69
C: 1.32 1.51 3.28
C: 0.43 0.45 3.16
N: 0.64 -0.55 2.30
H: 5.43 4.28 -2.28
H: 3.99 5.29 -2.14
H: 4.42 4.59 -3.69
H: 5.05 2.27 -1.03
H: 3.67 0.22 -0.69
H: 0.61 1.72 -3.07
H: 2.03 3.65 -3.71
H: 3.65 -0.06 1.46
H: 3.41 1.91 3.02
H: 1.10 2.34 3.94
H: -0.41 0.33 3.83
Te: -0.22 1.63 0.53
C: -0.10 3.56 1.43
C: -1.20 4.28 1.85
C: -1.06 5.61 2.23
C: 0.18 6.23 2.15
C: 1.27 5.53 1.66
C: 1.12 4.20 1.29
C: -1.19 2.61 -1.11
C: -0.85 3.90 -1.47
C: -1.52 4.54 -2.50
C: -2.50 3.87 -3.21
C: -2.83 2.56 -2.87
C: -2.19 1.94 -1.81
H: -2.17 3.80 1.90
H: -1.92 6.16 2.57
H: 0.28 7.26 2.46
H: 2.23 6.02 1.54
H: 1.97 3.66 0.87
H: -0.03 4.41 -0.97
H: -1.25 5.55 -2.76
H: -3.01 4.36 -4.03
H: -3.58 2.02 -3.43
H: -2.45 0.92 -1.55
C: -3.45 -5.36 -2.18
C: -3.18 -3.99 -2.24
C: -2.15 -3.45 -1.49
C: -1.30 -4.25 -0.68
C: -1.63 -5.62 -0.59
C: -2.68 -6.14 -1.33
N: -0.34 -3.61 0.03
C: 0.56 -4.33 0.81
C: 0.68 -4.04 2.18
C: 1.57 -4.72 2.99
C: 2.38 -5.73 2.47
C: 2.28 -6.03 1.11
C: 1.38 -5.35 0.30
H: -4.25 -5.79 -2.77
H: -3.79 -3.35 -2.86
H: -1.95 -2.39 -1.44
H: -1.11 -6.25 0.11
H: -2.91 -7.20 -1.23
H: 0.07 -3.24 2.58
H: 1.63 -4.48 4.04
H: 3.07 -6.26 3.10
H: 2.90 -6.81 0.69
H: 1.32 -5.58 -0.75
C: -5.13 -2.53 0.74
O: -4.65 -3.54 1.63
C: -3.44 -3.44 2.19
S: -3.09 -4.58 3.33
S: -2.38 -2.17 1.75
H: -6.03 -2.95 0.28
H: -4.39 -2.28 -0.02
H: -5.38 -1.62 1.30

=====

2 | The following is a DFT calculation (ωB97M-V with the def2-TZVPD basis set) of a structure of composition C38H34N3O3S3SrTe.

Values from the calculation:
- charge = -1
- gap between HOMO and LUMO (eV) = 3.7
- HOMO level (eV) = -2.8
- multiplicity = 1
- LUMO energy (eV) = 0.92

CARTESIAN COORDINATES (ANGSTROEM)
Sr: -0.33 0.85 -0.71
C: -7.09 -3.08 0.17
C: -5.65 -2.66 -0.03
C: -4.82 -2.52 1.08
C: -3.50 -2.15 0.94
C: -2.98 -1.91 -0.37
C: -3.80 -2.05 -1.48
C: -5.14 -2.42 -1.29
S: -1.18 -1.52 -0.86
O: -0.93 -0.72 -2.09
O: -0.90 -2.92 -1.10
N: -0.12 -0.92 0.32
C: -0.31 -1.45 1.63
C: -0.54 -2.82 1.88
C: -0.88 -3.23 3.15
C: -1.00 -2.28 4.15
C: -0.78 -0.96 3.82
N: -0.45 -0.55 2.59
H: -7.58 -2.47 0.93
H: -7.14 -4.12 0.50
H: -7.66 -2.98 -0.76
H: -5.20 -2.66 2.08
H: -2.93 -1.92 1.83
H: -3.33 -2.02 -2.45
H: -5.79 -2.49 -2.15
H: -0.53 -3.48 1.02
H: -1.08 -4.28 3.35
H: -1.30 -2.56 5.16
H: -0.89 -0.17 4.55
Te: -2.43 0.47 0.77
C: -2.36 1.13 -1.27
C: -2.75 2.38 -0.50
C: -4.15 2.67 -0.46
C: -5.02 1.94 -1.24
C: -4.57 1.05 -2.24
C: -3.24 0.72 -2.33
C: -3.97 0.41 2.25
C: -4.16 1.01 3.51
C: -5.46 1.33 3.89
C: -6.54 1.18 3.01
C: -6.36 0.73 1.71
C: -5.06 0.35 1.35
H: -1.99 3.14 -0.23
H: -4.53 3.43 0.21
H: -6.09 2.11 -1.14
H: -5.29 0.62 -2.94
H: -2.83 0.12 -3.12
H: -3.32 1.18 4.16
H: -5.63 1.74 4.88
H: -7.53 1.47 3.34
H: -7.17 0.68 1.00
H: -4.91 0.02 0.33
C: 3.45 -2.98 -2.97
C: 2.34 -2.24 -3.36
C: 2.01 -1.08 -2.70
C: 2.74 -0.62 -1.57
C: 3.85 -1.40 -1.18
C: 4.19 -2.55 -1.87
N: 2.29 0.52 -0.99
C: 3.19 1.37 -0.38
C: 2.71 2.27 0.62
C: 3.51 3.23 1.18
C: 4.85 3.34 0.80
C: 5.34 2.50 -0.19
C: 4.52 1.55 -0.79
H: 3.72 -3.90 -3.48
H: 1.75 -2.58 -4.20
H: 1.11 -0.49 -2.85
H: 4.41 -1.10 -0.29
H: 5.05 -3.13 -1.55
H: 1.65 2.14 0.82
H: 3.11 3.92 1.91
H: 5.49 4.09 1.25
H: 6.37 2.59 -0.51
H: 4.90 0.95 -1.61
C: 1.99 2.23 -4.12
O: 2.40 3.43 -3.46
C: 1.87 3.87 -2.30
S: 2.43 5.32 -1.68
S: 0.64 2.97 -1.51
H: 2.86 1.57 -4.18
H: 1.66 2.52 -5.12
H: 1.22 1.73 -3.56

=====

Decreasing stability: 1, 2

=====

1 | The following is a DFT calculation (ωB97M-V with the def2-TZVPD basis set) of the ion C3H8N3 with charge +1.

Values from the calculation:
- charge = +1
- gap between HOMO and LUMO (spin up / spin down) (eV) = 7.0 / 6.9
- HOMO level (spin up / spin down) (eV) = -15.0 / -15.0
- multiplicity = 1
- LUMO energy (spin up / spin down) (eV) = -8.07 / -8.08

CARTESIAN COORDINATES (ANGSTROEM)
C: -1.03 0.36 0.17
C: 0.06 -0.78 0.37
C: 1.29 -0.33 -0.32
N: -0.77 1.59 0.20
N: -2.23 -0.12 -0.17
N: 1.77 0.95 0.05
H: 0.14 -0.83 1.43
H: -0.26 -1.74 0.19
H: 2.04 -0.97 -0.05
H: 1.35 -0.60 -1.39
H: -2.54 -1.06 0.13
H: -2.93 0.55 -0.44
H: 0.90 1.47 0.54
H: 2.20 1.50 -0.71

=====

2 | The following is a DFT calculation (ωB97M-V with the def2-TZVPD basis set) of the ion C3H8N3 with charge +1.

Values from the calculation:
- charge = +1
- gap between HOMO and LUMO (eV) = 9.7
- HOMO level (eV) = -14.5
- multiplicity = 1
- structure (SMILES) = C=NN(C)C=[NH2+]
- LUMO energy (eV) = -4.78

CARTESIAN COORDINATES (ANGSTROEM)
C: -2.17 0.83 0.21
C: 0.56 0.80 -0.17
C: 0.28 -1.63 0.08
N: -1.53 -0.24 -0.21
N: -0.24 -0.27 -0.10
N: 1.89 0.86 0.04
H: -3.27 0.65 0.09
H: -1.65 1.63 0.61
H: 0.06 1.67 -0.23
H: 0.01 -2.23 0.97
H: -0.07 -2.22 -0.81
H: 1.35 -1.50 -0.05
H: 2.36 1.69 -0.32
H: 2.41 -0.03 -0.10

=====

Decreasing stability: 2, 1

=====

1 | The following is a DFT calculation (ωB97M-V with the def2-TZVPD basis set) of a cluster of 2 separate species, C3H8N3 in total.

Values from the calculation:
- charge = +1
- gap between HOMO and LUMO (spin up / spin down) (eV) = 6.8 / 10.1
- HOMO level (spin up / spin down) (eV) = -11.3 / -13.1
- multiplicity = 1
- LUMO energy (spin up / spin down) (eV) = -4.45 / -2.91

CARTESIAN COORDINATES (ANGSTROEM)
C: -1.07 0.85 0.43
C: -1.20 -0.29 1.36
C: 0.50 -0.77 -0.45
N: 2.33 0.43 -2.68
N: 1.83 1.09 -1.92
N: 0.14 -0.06 0.69
H: -1.30 0.88 -0.60
H: -1.04 1.91 0.63
H: -1.19 -0.29 2.51
H: -1.58 -1.24 1.01
H: -0.19 -1.17 -1.11
H: 1.53 -1.07 -0.57
H: 2.69 0.53 -3.65
H: 0.97 0.16 1.16

=====

2 | The following is a DFT calculation (ωB97M-V with the def2-TZVPD basis set) of the ion C3H8N3 with charge +1.

Values from the calculation:
- charge = +1
- gap between HOMO and LUMO (spin up / spin down) (eV) = 8.8 / 8.8
- HOMO level (spin up / spin down) (eV) = -13.7 / -13.7
- multiplicity = 1
- structure (SMILES) = C=NN(C)C=[NH2+]
- LUMO energy (spin up / spin down) (eV) = -4.88 / -4.88

CARTESIAN COORDINATES (ANGSTROEM)
C: 2.27 -0.99 0.15
C: -0.82 -0.83 -0.10
C: -0.15 1.61 -0.07
N: 1.61 0.04 -0.14
N: 0.32 0.25 0.03
N: -2.07 -0.52 0.01
H: 3.33 -0.94 -0.06
H: 1.87 -1.90 0.60
H: -0.47 -1.82 -0.30
H: -0.88 1.72 -0.87
H: -0.57 1.95 0.88
H: 0.71 2.24 -0.30
H: -2.78 -1.22 -0.15
H: -2.38 0.41 0.29

=====

Decreasing stability: 2, 1

=====

1 | The following is a DFT calculation (ωB97M-V with the def2-TZVPD basis set) of the ion C3H8N3 with charge +1.

Values from the calculation:
- charge = +1
- gap between HOMO and LUMO (eV) = 10.6
- HOMO level (eV) = -15.0
- multiplicity = 1
- structure (SMILES) = [H]/N=C/N/C=[NH+]/C
- LUMO energy (eV) = -4.41

CARTESIAN COORDINATES (ANGSTROEM)
C: -2.52 0.31 -0.15
C: 0.21 0.07 -0.19
C: 2.68 -0.03 -0.01
N: -1.07 -0.26 0.12
N: -3.64 -0.30 0.03
N: 1.34 -0.56 0.11
H: -2.48 1.34 -0.39
H: 0.41 1.00 -0.63
H: 2.99 0.17 -1.06
H: 2.91 1.04 0.47
H: 3.38 -0.72 0.45
H: -1.18 -1.15 0.53
H: -4.34 0.44 -0.13
H: 1.32 -1.34 0.84

=====

2 | The following is a DFT calculation (ωB97M-V with the def2-TZVPD basis set) of the ion C3H8N3 with charge +1.

Values from the calculation:
- charge = +1
- gap between HOMO and LUMO (eV) = 10.6
- HOMO level (eV) = -14.2
- multiplicity = 1
- structure (SMILES) = N[C@H]1CNC=[NH+]1
- LUMO energy (eV) = -3.63

CARTESIAN COORDINATES (ANGSTROEM)
C: -0.96 -0.20 1.30
C: -0.67 0.01 -0.91
C: 0.57 0.62 -0.20
N: -1.48 -0.50 0.14
N: 0.19 0.41 1.22
N: 2.01 -0.13 -0.36
H: -1.38 -0.59 2.12
H: -1.37 0.67 -1.59
H: -0.43 -0.80 -1.69
H: 0.75 1.71 -0.42
H: -2.36 -0.99 0.14
H: 0.72 0.87 1.98
H: 1.97 -1.11 -0.47
H: 2.45 0.03 -1.26

=====

3 | The following is a DFT calculation (ωB97M-V with the def2-TZVPD basis set) of a cluster of 2 separate species, C3H8N3 in total.

Values from the calculation:
- charge = +1
- gap between HOMO and LUMO (eV) = 9.8
- HOMO level (eV) = -14.2
- multiplicity = 1
- LUMO energy (eV) = -4.36

CARTESIAN COORDINATES (ANGSTROEM)
C: -1.45 2.04 0.39
C: -0.41 -0.19 0.89
C: -0.82 -1.35 0.08
N: -1.02 1.01 0.68
N: -1.08 -1.23 -1.17
N: 1.99 0.34 -0.44
H: -1.74 3.04 0.36
H: -0.56 -0.28 1.96
H: 0.70 0.12 0.65
H: -0.91 -2.33 0.62
H: -1.19 -2.04 -1.72
H: 2.36 1.29 -0.83
H: 1.37 0.02 -1.12
H: 2.77 -0.44 -0.35

=====

4 | The following is a DFT calculation (ωB97M-V with the def2-TZVPD basis set) of the ion C3H8N3 with charge +1.

Values from the calculation:
- charge = +1
- gap between HOMO and LUMO (eV) = 11.3
- HOMO level (eV) = -14.8
- multiplicity = 1
- structure (SMILES) = C[N@@H+]1CN=CN1
- LUMO energy (eV) = -3.52

CARTESIAN COORDINATES (ANGSTROEM)
C: -1.30 -0.74 -1.00
C: -0.49 1.33 -0.32
C: 0.98 -0.17 1.21
N: -1.82 0.39 -0.86
N: 0.04 -0.93 -0.81
N: 0.58 0.28 -0.22
H: -1.94 -1.63 -0.92
H: -0.26 2.02 -1.09
H: -0.70 1.79 0.59
H: 1.58 0.48 1.82
H: 0.09 -0.63 1.76
H: 1.55 -1.07 1.19
H: 0.39 -1.81 -0.46
H: 1.29 0.70 -0.89

=====

Decreasing stability: 2, 1, 3, 4

=====

1 | The following is a DFT calculation (ωB97M-V with the def2-TZVPD basis set) of the molecule C2H3BrO2.

Values from the calculation:
- gap between HOMO and LUMO (eV) = 11.3
- HOMO level (eV) = -10.5
- multiplicity = 1
- structure (SMILES) = BrCC1OO1
- LUMO energy (eV) = 0.79

CARTESIAN COORDINATES (ANGSTROEM)
C: 0.44 -1.09 0.26
C: -0.48 -0.03 -0.42
O: 1.39 -1.92 -0.27
O: 1.74 -0.67 0.23
Br: -2.31 -0.27 0.03
H: 0.13 -1.48 1.24
H: -0.49 -0.43 -1.56
H: 0.01 0.92 -0.16

=====

2 | The following is a DFT calculation (ωB97M-V with the def2-TZVPD basis set) of a cluster of 2 separate species, C2H3BrO2 in total.

Values from the calculation:
- gap between HOMO and LUMO (spin up / spin down) (eV) = 8.5 / 8.8
- HOMO level (spin up / spin down) (eV) = -9.4 / -9.3
- multiplicity = 1
- LUMO energy (spin up / spin down) (eV) = -0.89 / -0.50

CARTESIAN COORDINATES (ANGSTROEM)
C: 1.21 0.05 0.10
C: -1.07 0.25 -0.02
O: 0.84 -2.10 -0.40
O: 0.22 0.82 0.19
Br: 2.91 0.61 0.31
H: -0.93 -0.81 -0.30
H: -1.56 0.83 -0.80
H: -1.63 0.34 0.92

=====

Decreasing stability: 1, 2

=====

1 | The following is a DFT calculation (ωB97M-V with the def2-TZVPD basis set) of the molecule CH3IOS2.

Values from the calculation:
- gap between HOMO and LUMO (eV) = 7.8
- HOMO level (eV) = -9.1
- multiplicity = 1
- structure (SMILES) = COSSI
- LUMO energy (eV) = -1.29

CARTESIAN COORDINATES (ANGSTROEM)
C: 0.51 -0.53 -1.26
O: -0.23 0.42 -0.52
S: 0.51 1.29 0.65
S: -0.25 0.29 2.55
I: -2.57 1.00 3.09
H: 0.02 -1.47 -1.23
H: 1.47 -0.78 -0.98
H: 0.54 -0.22 -2.30

=====

2 | The following is a DFT calculation (ωB97M-V with the def2-TZVPD basis set) of the molecule CH3IOS2.

Values from the calculation:
- gap between HOMO and LUMO (eV) = 8.0
- HOMO level (eV) = -8.8
- multiplicity = 1
- structure (SMILES) = OCSSI
- LUMO energy (eV) = -0.75

CARTESIAN COORDINATES (ANGSTROEM)
C: 0.98 -0.09 -0.34
O: 1.00 0.15 1.01
S: -0.35 -1.33 -0.62
S: -1.78 -0.64 0.50
I: -3.66 0.58 -0.32
H: 1.85 -0.70 -0.66
H: 0.99 1.12 1.26
H: 0.97 0.90 -0.82

=====

3 | The following is a DFT calculation (ωB97M-V with the def2-TZVPD basis set) of a cluster of 2 separate species, CH3IOS2 in total.

Values from the calculation:
- gap between HOMO and LUMO (spin up / spin down) (eV) = 7.5 / 7.5
- HOMO level (spin up / spin down) (eV) = -9.1 / -9.1
- multiplicity = 1
- LUMO energy (spin up / spin down) (eV) = -1.52 / -1.52

CARTESIAN COORDINATES (ANGSTROEM)
C: 1.51 -0.40 0.16
O: -0.95 0.71 -1.51
S: -0.38 0.86 1.29
S: -1.69 1.04 -0.32
I: -3.29 -0.82 0.07
H: 1.13 -0.27 -0.84
H: 1.35 -1.33 0.66
H: 2.32 0.22 0.48

=====

4 | The following is a DFT calculation (ωB97M-V with the def2-TZVPD basis set) of a cluster of 2 separate species, CH3IOS2 in total.

Values from the calculation:
- gap between HOMO and LUMO (spin up / spin down) (eV) = 7.2 / 6.3
- HOMO level (spin up / spin down) (eV) = -9.0 / -8.9
- multiplicity = 1
- LUMO energy (spin up / spin down) (eV) = -1.79 / -2.59

CARTESIAN COORDINATES (ANGSTROEM)
C: 0.55 0.97 0.76
O: -0.40 0.33 1.52
S: -0.59 -1.25 1.70
S: -0.64 -2.07 -3.73
I: -1.55 -1.26 -1.76
H: 0.16 1.39 -0.30
H: 1.26 0.17 0.42
H: 1.21 1.72 1.39

=====

Decreasing stability: 2, 1, 3, 4

=====

1 | The following is a DFT calculation (ωB97M-V with the def2-TZVPD basis set) of a cluster of 2 separate species, C2H2ClO2 in total.

Values from the calculation:
- charge = +1
- gap between HOMO and LUMO (eV) = 8.7
- HOMO level (eV) = -14.8
- multiplicity = 1
- LUMO energy (eV) = -6.09

CARTESIAN COORDINATES (ANGSTROEM)
C: 0.24 -0.06 -1.65
C: -0.21 0.19 2.06
O: 0.33 1.16 2.34
O: 0.20 0.19 -0.44
Cl: -1.02 -1.11 2.03
H: 0.40 0.78 -2.29
H: 0.05 -1.15 -2.05

=====

2 | The following is a DFT calculation (ωB97M-V with the def2-TZVPD basis set) of a cluster of 2 separate species, C2H2ClO2 in total.

Values from the calculation:
- charge = +1
- gap between HOMO and LUMO (eV) = 7.0
- HOMO level (eV) = -13.6
- multiplicity = 1
- LUMO energy (eV) = -6.66

CARTESIAN COORDINATES (ANGSTROEM)
C: -1.46 0.10 1.37
C: 2.12 -0.19 -1.90
O: 2.52 -1.25 -1.76
O: -0.58 0.30 0.58
Cl: 1.38 1.21 -1.91
H: -2.54 0.48 1.37
H: -1.43 -0.65 2.25

=====

Decreasing stability: 1, 2

=====

1 | The following is a DFT calculation (ωB97M-V with the def2-TZVPD basis set) of the molecule C3H6.

Values from the calculation:
- gap between HOMO and LUMO (eV) = 11.5
- HOMO level (eV) = -10.1
- multiplicity = 1
- structure (SMILES) = C1CC1
- LUMO energy (eV) = 1.39

CARTESIAN COORDINATES (ANGSTROEM)
C: 0.77 -0.49 0.01
C: -0.03 0.87 0.00
C: -0.78 -0.43 -0.03
H: 1.11 -0.76 1.04
H: 1.47 -0.75 -0.81
H: 0.40 1.46 -0.85
H: -0.12 1.49 0.83
H: -1.41 -0.69 0.73
H: -1.40 -0.70 -0.92

=====

2 | The following is a DFT calculation (ωB97M-V with the def2-TZVPD basis set) of a cluster of 2 separate species, C3H6 in total.

Values from the calculation:
- gap between HOMO and LUMO (eV) = 10.9
- HOMO level (eV) = -9.7
- multiplicity = 1
- LUMO energy (eV) = 1.24

CARTESIAN COORDINATES (ANGSTROEM)
C: -1.38 0.19 -0.04
C: -0.22 -0.46 0.07
C: 1.09 0.18 0.01
H: -2.35 -0.27 -0.09
H: -1.20 1.32 -0.06
H: -0.31 -2.04 0.19
H: 1.45 0.12 -0.97
H: 1.76 -0.33 0.70
H: 1.15 1.30 0.18

=====

Decreasing stability: 1, 2